# 1
Density functional theory data (wB97M-V/def2-TZVPD) for C11H16O2S in the gas phase.

Each line ends with the Löwdin charge.
Positions of all 30 atoms, in Å:
C (-2.3768, -0.8854, -1.5651)  -0.249
S (-1.6676, 0.1678, -0.4804)  0.775
C (-2.9582, 1.2940, 0.3153)  -0.113
O (-0.7272, 1.0031, -1.0853)  -0.382
C (-0.7988, -0.3865, 1.4679)  -0.222
C (-0.1383, 0.7851, 1.8394)  -0.126
C (1.0269, 1.0726, 1.2780)  0.005
C (1.7213, 0.2071, 0.2930)  -0.128
C (2.9567, 0.8316, -0.2910)  -0.430
C (2.7222, 1.5543, -1.5752)  -0.002
O (4.0872, 0.7202, 0.1076)  0.107
C (1.1652, -0.9996, 0.0075)  -0.242
C (1.7885, -1.9202, -0.9479)  -0.028
C (0.0586, -1.4790, 0.9161)  -0.156
H (-1.7788, -1.0655, -2.4122)  -0.015
H (-2.9837, -1.7395, -1.2710)  0.009
H (-2.5204, 2.2495, 0.1901)  0.049
H (-3.8966, 1.2801, -0.1478)  0.036
H (-3.0368, 0.9733, 1.3125)  0.024
H (-1.7362, -0.6333, 1.8148)  0.083
H (-0.7098, 1.3975, 2.3796)  0.077
H (1.6851, 1.9310, 1.5234)  0.135
H (1.9174, 1.1547, -2.1698)  0.071
H (3.6741, 1.4354, -2.1715)  0.112
H (2.4724, 2.5843, -1.4107)  0.085
H (1.4531, -2.9273, -0.8915)  0.068
H (2.8950, -1.9886, -0.7474)  0.110
H (1.7131, -1.4960, -1.9972)  0.116
H (-0.5414, -2.0767, 0.2426)  0.096
H (0.4642, -2.0425, 1.7425)  0.135

Its structure (SMILES) is C=[S@](C)(=O)[C@@H]1C=CC(C(C)=O)=C(C)C1.

# 2
Density functional theory data (wB97M-V/def2-TZVPD) for a molecular structure, C45H57BeCaCl5N4O3.

Each line ends with the Löwdin charge.
Positions of all 116 atoms, in Å:
C (10.3238, -3.0687, 3.0489)  0.051
C (9.5955, -2.0628, 2.5931)  -0.218
C (8.9048, -0.6724, 2.0959)  -0.328
C (7.3323, -0.6432, 2.5641)  -0.169
C (6.4107, -0.1217, 1.3365)  -0.270
N (5.1009, 0.4412, 1.7548)  0.076
C (4.0457, -0.0266, 0.7874)  -0.236
C (2.8132, 1.0237, 0.6315)  -0.202
C (1.5619, 0.7336, 1.6141)  -0.205
C (0.9482, 2.1456, 2.1928)  -0.210
C (0.1819, 1.9797, 3.6046)  -0.202
C (-1.4441, 1.8076, 3.4465)  -0.206
C (-1.7804, 0.2320, 3.3358)  -0.224
C (-3.3632, -0.1194, 3.3910)  -0.209
C (-3.5465, -1.7544, 3.4828)  -0.214
C (-3.5958, -2.4656, 2.0249)  -0.194
C (-5.0908, -2.9554, 1.5859)  -0.173
C (-5.7988, -1.9535, 0.5115)  -0.137
N (-6.8136, -1.0422, 1.1336)  -0.121
C (-7.8840, -0.3007, 0.4579)  -0.087
C (-8.7372, 0.6037, 1.4387)  -0.181
C (-8.0881, 0.3096, 2.8740)  -0.029
C (-6.9265, -0.6917, 2.5539)  -0.052
H (11.0689, -3.8628, 3.4320)  0.063
H (9.0264, -0.6351, 0.9439)  0.117
H (9.5068, 0.2386, 2.6117)  -0.079
H (7.2252, -0.0459, 3.5386)  0.117
H (7.0326, -1.7577, 2.7411)  0.133
H (7.0197, 0.6685, 0.7471)  0.145
H (6.2388, -1.0429, 0.6401)  0.128
H (3.7138, -1.0739, 1.1630)  0.155
H (4.5499, -0.0739, -0.2674)  0.115
H (3.1260, 2.1276, 0.6991)  0.077
H (2.4141, 0.8726, -0.4570)  0.115
H (0.7080, 0.2733, 0.9636)  0.108
H (1.8159, -0.0123, 2.4721)  0.119
H (0.2445, 2.5451, 1.3524)  0.114
H (1.8315, 2.8864, 2.2442)  0.094
H (0.4082, 2.8924, 4.2888)  0.115
H (0.5501, 0.9915, 4.0740)  0.100
H (-1.8762, 2.1641, 4.4674)  0.116
H (-1.8797, 2.4596, 2.6060)  0.110
H (-1.2782, -0.2267, 2.3956)  0.109
H (-1.3187, -0.2645, 4.2876)  0.121
H (-3.9365, 0.2137, 2.4494)  0.103
H (-3.8848, 0.2963, 4.3320)  0.115
H (-4.4482, -1.9887, 4.1542)  0.090
H (-2.5811, -2.1369, 4.0084)  0.102
H (-3.0973, -1.8465, 1.1839)  0.108
H (-2.9688, -3.4433, 2.1052)  0.083
H (-5.7686, -3.1798, 2.4890)  0.099
H (-4.9691, -3.9791, 1.0218)  0.093
H (-6.2778, -2.5799, -0.3277)  0.132
H (-4.9689, -1.2809, 0.0745)  0.122
H (-8.1261, -0.3270, -0.6739)  0.099
H (-9.6140, 1.3144, 1.2093)  -0.106
H (-8.4454, 0.7546, 3.8661)  0.094
H (-6.2751, -1.0700, 3.4300)  0.107
C (4.8349, 3.8170, -0.6548)  -0.018
C (4.8129, 5.2064, -0.5338)  -0.010
C (4.4125, 5.9944, -1.6092)  0.013
C (4.0429, 5.3936, -2.8172)  -0.167
C (4.0886, 4.0016, -2.9463)  -0.097
C (4.4739, 3.2141, -1.8594)  0.029
C (3.7482, 3.3560, -4.2342)  -0.298
O (3.7842, 2.1446, -4.3470)  0.144
C (3.3729, 4.2075, -5.3852)  -0.143
C (3.1054, 3.6190, -6.6237)  0.031
C (2.7385, 4.4133, -7.7099)  0.003
C (2.6283, 5.7955, -7.5611)  -0.031
C (2.8990, 6.3880, -6.3304)  -0.065
C (3.2817, 5.5956, -5.2411)  -0.296
C (3.6019, 6.2368, -3.9485)  -0.458
O (3.5111, 7.4512, -3.8184)  0.095
H (5.1386, 3.2031, 0.1883)  0.112
H (5.1062, 5.6752, 0.4006)  0.129
H (4.3927, 7.0760, -1.5057)  0.133
H (4.4987, 2.1316, -1.9480)  0.126
H (3.1856, 2.5425, -6.7480)  0.138
H (2.5363, 3.9534, -8.6726)  0.134
H (2.3355, 6.4112, -8.4062)  0.102
H (2.8157, 7.4662, -6.2225)  0.135
O (2.9500, 7.2472, -10.5210)  -0.063
H (3.3872, 7.3252, -11.3794)  0.052
H (3.0141, 8.1353, -10.1452)  0.043
N (-4.8858, -5.9921, -0.7057)  0.040
C (-4.6472, -6.0981, -2.0252)  -0.159
C (-5.1611, -7.1072, -2.8231)  -0.074
C (-5.9667, -8.0687, -2.2284)  -0.073
C (-6.2287, -7.9857, -0.8678)  -0.068
C (-5.6709, -6.9360, -0.1563)  -0.152
H (-4.0097, -5.3252, -2.4431)  0.098
H (-4.9375, -7.1415, -3.8824)  0.103
H (-6.3867, -8.8754, -2.8200)  0.110
H (-6.8526, -8.7192, -0.3721)  0.106
H (-5.8495, -6.8258, 0.9091)  0.102
C (-1.8368, -7.1906, 5.6013)  -0.110
C (-1.9192, -7.2480, 4.0794)  -0.270
C (-2.2254, -5.8880, 3.4480)  -0.195
C (-3.5554, -5.3818, 3.9432)  -0.195
N (-4.6191, -4.9814, 4.3446)  0.152
H (-2.7890, -6.8884, 6.0458)  0.072
H (-1.5885, -8.1753, 6.0056)  0.076
H (-1.0654, -6.4846, 5.9260)  0.078
H (-2.6897, -7.9719, 3.7932)  0.114
H (-0.9677, -7.6183, 3.6857)  0.110
H (-2.2607, -5.9787, 2.3585)  0.111
H (-1.4476, -5.1618, 3.7030)  0.115
Be (-9.4960, 2.1852, -0.1820)  0.448
Cl (10.2145, 0.0190, 4.1541)  0.180
Ca (6.1192, 6.0813, -4.9482)  1.581
C (-1.3797, 6.0979, -5.3379)  -1.995
Cl (-2.1871, 5.1391, -6.5974)  0.542
Cl (-2.2753, 5.9463, -3.8108)  0.542
Cl (0.2823, 5.4995, -5.1124)  0.611
Cl (-1.3311, 7.8048, -5.8308)  0.536

As for the net charge: +2.

# 3
Density functional theory data (wB97M-V/def2-TZVPD) for a molecular structure, C38H56CrN6O5S2Si.

Each line ends with the Löwdin charge.
Positions of all 109 atoms, in Å:
Cr (0.1996, 1.6213, -0.7256)  0.400
C (-0.6921, 0.6207, 3.4743)  -0.082
O (-1.0439, 1.5890, 2.4973)  -0.227
C (-2.3145, 1.3152, 1.9656)  -0.247
C (-2.6877, 2.3611, 0.9565)  -0.152
O (-1.9615, 2.2754, -0.2870)  -0.313
C (-2.5989, 3.1549, -1.2277)  -0.114
H (-1.4458, 0.5868, 4.2698)  0.098
H (0.2651, 0.9112, 3.8986)  0.082
H (-0.6040, -0.3689, 3.0158)  0.061
H (-3.0740, 1.3583, 2.7604)  0.141
H (-2.3450, 0.3173, 1.5191)  0.078
H (-2.5536, 3.3668, 1.3663)  0.129
H (-3.7493, 2.2355, 0.7244)  0.136
H (-3.6448, 2.8570, -1.3327)  0.105
H (-2.0896, 3.0826, -2.1802)  0.048
H (-2.5422, 4.1885, -0.8813)  0.102
N (2.0091, 1.1551, -1.6495)  0.014
C (1.8321, 1.1209, -3.0886)  -0.264
C (2.8577, 1.1644, -3.9846)  0.016
C (2.5909, 1.0327, -5.3653)  -0.035
C (1.3180, 0.8252, -5.8153)  0.002
C (0.2385, 0.7732, -4.9027)  -0.144
C (-1.1029, 0.5133, -5.2695)  0.012
C (-2.0630, 0.4336, -4.3022)  -0.006
C (-1.7120, 0.6833, -2.9627)  -0.097
N (-0.4872, 0.9773, -2.5979)  0.005
C (0.5042, 0.9622, -3.5365)  -0.193
H (2.7047, 1.8488, -1.3873)  0.113
H (2.3172, 0.2415, -1.3165)  0.099
H (3.8782, 1.2803, -3.6412)  0.130
H (3.4137, 1.0763, -6.0651)  0.117
H (1.1206, 0.6941, -6.8714)  0.125
H (-1.3490, 0.3578, -6.3125)  0.133
H (-3.0904, 0.2018, -4.5430)  0.122
H (-2.4506, 0.6577, -2.1720)  0.117
S (0.5074, 3.7835, -1.5956)  0.738
C (0.6429, 4.4823, 0.0127)  -0.740
N (0.5125, 5.7765, 0.1437)  0.072
N (0.6832, 6.3708, 1.2881)  0.036
C (0.7343, 5.8728, 2.6204)  -0.250
C (-0.1688, 4.9305, 3.0873)  -0.049
C (-0.1290, 4.5555, 4.4173)  -0.072
C (0.7982, 5.1205, 5.2864)  -0.082
C (1.6849, 6.0741, 4.8155)  -0.072
C (1.6540, 6.4538, 3.4804)  -0.020
N (1.1222, 3.7477, 1.0466)  0.044
N (1.2287, 2.4946, 0.8771)  -0.032
C (1.9943, 1.8671, 1.9115)  -0.237
C (2.3226, 2.5676, 3.0744)  -0.011
C (3.0668, 1.9472, 4.0602)  -0.060
C (3.5050, 0.6371, 3.8988)  -0.066
C (3.1928, -0.0485, 2.7363)  -0.069
C (2.4394, 0.5615, 1.7437)  -0.063
H (0.6893, 7.3752, 1.1964)  0.155
H (-0.8847, 4.4711, 2.4217)  0.099
H (-0.8295, 3.8161, 4.7773)  0.111
H (0.8218, 4.8202, 6.3251)  0.109
H (2.4077, 6.5250, 5.4821)  0.110
H (2.3515, 7.1915, 3.1033)  0.119
H (1.9799, 3.5854, 3.2066)  0.085
H (3.3065, 2.4920, 4.9637)  0.110
H (4.0873, 0.1586, 4.6747)  0.110
H (3.5257, -1.0688, 2.5970)  0.102
H (2.1558, -0.0058, 0.8705)  0.036
C (2.4791, -4.3901, 1.4226)  -0.022
C (0.9963, -4.0519, 1.3948)  -0.628
C (0.6175, -3.1920, 2.5941)  -0.027
C (0.1595, -5.3233, 1.3402)  -0.015
O (0.8025, -3.2902, 0.1859)  -0.158
Si (-0.4717, -2.4803, -0.4181)  -0.083
S (-0.2692, -0.4626, 0.1617)  0.572
O (-1.8424, -3.0214, 0.2674)  -0.150
C (-3.1707, -3.2499, -0.2263)  -0.634
C (-3.1689, -4.4886, -1.1126)  -0.014
C (-3.6459, -2.0274, -1.0036)  -0.030
C (-4.0340, -3.4702, 1.0069)  -0.021
O (-0.5392, -2.7062, -2.0360)  -0.140
C (0.4683, -3.1178, -2.9764)  -0.620
C (-0.1313, -2.8759, -4.3528)  -0.008
C (1.7311, -2.2832, -2.7983)  -0.009
C (0.7609, -4.5991, -2.7737)  -0.012
H (2.7268, -4.9542, 2.3223)  0.092
H (3.0725, -3.4743, 1.4103)  0.078
H (2.7482, -4.9896, 0.5519)  0.088
H (0.7914, -3.7381, 3.5226)  0.097
H (-0.4389, -2.9192, 2.5470)  0.078
H (1.2163, -2.2788, 2.6065)  0.068
H (0.3929, -5.9614, 2.1939)  0.094
H (0.3785, -5.8792, 0.4270)  0.090
H (-0.9029, -5.0859, 1.3613)  0.072
H (-2.5297, -4.3329, -1.9816)  0.072
H (-4.1809, -4.7095, -1.4558)  0.094
H (-2.7997, -5.3498, -0.5541)  0.091
H (-3.0175, -1.8784, -1.8846)  0.069
H (-3.5914, -1.1397, -0.3686)  0.078
H (-4.6780, -2.1642, -1.3302)  0.095
H (-3.6595, -4.3191, 1.5796)  0.089
H (-5.0676, -3.6718, 0.7230)  0.092
H (-4.0109, -2.5861, 1.6458)  0.086
H (-0.3477, -1.8158, -4.4844)  0.057
H (-1.0618, -3.4352, -4.4600)  0.095
H (0.5589, -3.1930, -5.1358)  0.097
H (1.4796, -1.2302, -2.9394)  0.057
H (2.4769, -2.5582, -3.5454)  0.102
H (2.1574, -2.4318, -1.8052)  0.085
H (-0.1589, -5.1781, -2.8667)  0.092
H (1.1844, -4.7691, -1.7844)  0.072
H (1.4691, -4.9541, -3.5241)  0.095

The spin multiplicity is 4. The expectation value of S² is 3.94. As for the net charge: +1.

Listing E_tot for the structures above in their given order: -977.2019; -5185.5966; -4316.6865 Eh.